Molecular formula: C3H7DyNO6PS2
Method: DFT, ωB97M-V/def2-TZVPD

2S+1: 6
HOMO energy (spin up / spin down): -15.5 / -15.5 eV
Kohn-Sham gap (spin up / spin down): 0.1847 / 0.1936 Eh
Net charge: +2

```
21
Properties=species:S:1:pos:R:3:lowdin_charge:R:1
H -1.66 -1.49 -0.05 0.136
O -0.79 4.58 3.75 -0.429
N -0.47 1.20 1.11 -0.275
H -0.57 5.16 1.28 0.051
C 0.54 -2.79 -2.72 -0.148
S 0.51 2.47 1.79 0.566
P -0.86 4.11 2.24 0.722
O 1.22 2.12 3.12 -0.214
C 0.17 -2.65 -1.04 -0.001
H -2.21 3.64 1.96 0.028
S 0.48 -0.12 0.48 0.681
O 1.65 0.31 -0.46 -0.354
O 1.57 3.06 0.83 -0.268
C -0.70 -1.15 -0.61 -0.137
H -0.88 -0.58 -1.62 0.119
Dy -1.68 -3.34 -3.71 1.837
H 1.66 -3.01 -2.36 0.178
H 1.02 -3.07 -0.22 0.242
O -0.62 -3.65 -1.93 -0.479
H 0.53 -3.73 -3.38 0.085
O 1.08 -1.06 1.55 -0.341
```

Molecular formula: C7H10
Method: DFT, ωB97M-V/def2-TZVPD

2S+1: 1
HOMO energy (spin up / spin down): -7.4 / -7.5 eV
Kohn-Sham gap (spin up / spin down): 0.2880 / 0.3001 Eh
Net charge: 0
Energy above the lowest of the compared OMol25 structures with the same formula, charge and spin: 523.9 kJ/mol

```
17
Properties=species:S:1:pos:R:3:lowdin_charge:R:1
H 1.11 -1.64 -1.45 0.125
C -1.25 0.83 -0.37 -0.149
H -0.38 -1.32 1.26 0.076
H -0.66 -2.60 0.07 0.081
H -1.76 1.57 -1.00 0.104
C 0.67 -1.07 -0.63 -0.237
H 1.49 1.04 1.67 0.121
H 1.47 1.85 0.07 0.187
C -0.49 1.49 0.77 -0.069
H -0.16 0.22 -2.25 0.129
H -0.87 2.38 1.26 0.094
C -0.12 0.17 -1.16 -0.196
H -2.06 0.15 -0.01 0.107
C 0.10 -1.93 0.48 -0.063
C 0.86 1.10 0.78 -0.228
H 0.88 -2.55 0.95 0.076
C 1.15 0.32 -0.42 -0.160
```

Molecular formula: C5H10O2
Method: DFT, ωB97M-V/def2-TZVPD

2S+1: 1
HOMO energy: -10.1 eV
Kohn-Sham gap: 0.4064 Eh
SMILES string: CC[C@@H](O)CC=O
Net charge: 0
Energy above the lowest of the compared OMol25 structures with the same formula, charge and spin: 113.9 kJ/mol

```
17
Properties=species:S:1:pos:R:3:lowdin_charge:R:1
O -2.15 1.92 0.80 0.046
H 2.72 -1.17 -1.59 0.070
C 2.00 -0.37 -1.36 -0.103
H 0.36 1.19 0.01 0.151
H 1.54 -0.04 -2.29 0.076
H 2.56 0.47 -0.94 0.074
H -1.34 -1.08 1.17 0.134
C -0.13 0.20 -0.09 -0.425
H 1.42 -1.15 0.57 0.112
O -1.02 0.21 -1.19 -0.026
C 0.94 -0.85 -0.37 -0.217
C -1.97 0.93 1.47 -0.233
H -2.63 0.73 2.33 0.123
H 0.43 -1.74 -0.76 0.121
H -0.21 -0.08 2.07 0.131
C -0.89 -0.08 1.20 -0.114
H -1.62 0.95 -1.04 0.080
```

Molecular formula: C28H32BaF3N7O8Se
Method: DFT, ωB97M-V/def2-TZVPD

2S+1: 1
HOMO energy: -3.2 eV
Kohn-Sham gap: 0.2570 Eh
Net charge: -2

```
80
Properties=species:S:1:pos:R:3:lowdin_charge:R:1
C -2.97 -0.29 1.67 -0.184
C 1.18 -3.32 1.18 -0.395
H -4.89 -0.75 0.87 0.116
C -2.73 -1.91 -2.20 -0.688
C 1.15 -4.76 1.18 -0.419
H 1.93 -1.52 2.18 0.103
H -3.41 -0.24 2.69 0.120
H -2.51 2.27 2.68 0.127
H -1.62 4.42 -1.23 0.124
C 1.89 -2.61 2.22 -0.022
H -3.84 2.02 -3.39 0.120
H -2.66 3.10 -0.76 0.085
H -3.10 2.16 1.02 0.081
O 1.23 1.27 3.25 -0.015
H -0.49 2.87 -2.89 0.113
C 1.82 -5.47 2.25 -0.051
C 1.43 3.35 -1.51 -0.696
N -1.83 0.60 1.56 -0.155
C 0.57 3.64 -0.27 -0.123
H -4.82 -1.43 -1.85 0.117
O 1.03 0.46 1.15 -0.387
N -1.92 1.36 -2.79 -0.172
O 1.89 4.32 -2.13 -0.015
C 5.34 -0.72 1.18 -0.130
H 3.05 -2.80 3.96 0.100
H -1.15 0.59 3.58 0.118
C 4.98 -1.97 0.69 -0.020
C -3.86 -1.40 -1.30 -0.112
N -3.65 -0.09 -0.71 -0.135
N 0.49 -5.34 0.19 -0.249
F 6.15 -1.41 3.28 0.121
C 0.15 0.57 -4.16 -0.686
H 5.46 -2.88 1.04 0.119
H 3.16 1.10 -0.66 0.088
H 1.79 -6.56 2.25 0.098
H -3.92 -2.12 -0.48 0.116
H 4.93 1.39 1.09 0.123
C 2.47 -4.77 3.20 -0.103
N 3.32 -0.95 -0.71 0.088
N 0.53 -2.71 0.20 -0.212
Ba 0.22 0.14 -1.02 1.996
Se -0.18 -4.02 -0.80 1.222
H -2.61 -1.31 1.53 0.121
C 4.69 0.40 0.72 0.030
O -2.99 -2.15 -3.40 -0.027
C 2.50 -3.32 3.19 -0.082
H -4.54 0.96 0.86 0.099
H -0.29 2.94 1.88 0.106
O 0.54 -0.20 -3.21 -0.427
H -1.56 1.64 -4.89 0.119
C 3.97 -2.03 -0.25 -0.136
H 0.37 4.72 -0.22 0.117
O -1.64 -2.08 -1.58 -0.306
C -4.13 1.00 -1.54 -0.184
C -1.67 3.32 -1.14 -0.151
F 7.61 -1.11 1.71 0.119
C 3.69 0.24 -0.24 -0.106
H -0.78 -0.85 2.60 0.118
H -5.19 0.84 -1.83 0.118
C -0.83 0.25 2.58 -0.115
C -4.09 -0.02 0.67 -0.205
N -0.68 2.87 -0.15 -0.190
C -1.16 3.01 1.22 -0.184
C -2.21 2.01 1.64 -0.174
C 0.61 0.73 2.33 -0.706
H -1.84 -0.04 -4.35 0.112
C 6.43 -0.65 2.20 -0.564
H -3.56 0.28 -3.45 0.102
H -2.11 3.42 -3.23 0.120
H -1.57 4.03 1.39 0.126
H 2.98 -5.30 4.00 0.088
C -1.52 2.76 -2.57 -0.160
H 1.20 3.36 0.58 0.124
O 1.60 2.11 -1.72 -0.268
O 0.79 0.98 -5.13 0.000
H 3.64 -2.99 -0.63 0.113
F 6.65 0.61 2.64 0.130
C -1.36 0.91 -4.10 -0.112
C -3.38 1.17 -2.85 -0.177
H -4.12 1.91 -0.95 0.085
```

Molecular formula: C9H24BrFeNP
Method: DFT, ωB97M-V/def2-TZVPD

2S+1: 5
HOMO energy (spin up / spin down): -12.1 / -11.7 eV
Kohn-Sham gap (spin up / spin down): 0.2817 / 0.2011 Eh
Net charge: +1

```
37
Properties=species:S:1:pos:R:3:lowdin_charge:R:1
H -1.31 -0.76 1.24 0.021
H 2.96 0.28 2.44 0.088
H 2.39 -0.86 -1.62 0.056
H -2.47 1.26 -1.34 0.100
C 1.54 1.54 -1.21 -0.194
Br -2.71 -3.34 0.35 0.826
C -0.82 -2.56 0.04 -0.570
C -1.03 -1.01 0.13 -0.402
Fe -2.79 -1.32 1.44 0.388
C -0.01 -3.20 1.23 -0.134
P 0.37 0.21 -0.48 0.577
H 1.23 1.80 -2.24 0.050
H 2.61 1.30 -1.20 0.040
H 0.94 -1.77 -1.92 0.050
C 1.17 0.25 1.26 -0.272
C -2.43 3.28 -0.60 -0.085
H 3.18 -0.72 1.02 0.072
H -1.82 3.87 0.10 0.075
H 3.22 1.08 0.90 0.071
C -1.68 1.99 -1.10 -0.314
C 1.48 -1.23 -1.11 -0.196
H 1.41 2.48 -0.64 0.051
N -0.75 1.59 -0.04 -0.164
H 1.03 -3.41 0.96 0.082
C 2.71 0.22 1.35 -0.130
H 0.83 1.20 1.72 0.097
H -0.13 -2.62 2.16 0.075
H 0.79 -0.54 1.94 0.071
H -2.73 3.92 -1.45 0.078
H -0.27 0.16 -1.80 0.114
H -1.12 2.31 -2.00 0.109
H -3.39 3.02 -0.10 0.069
H -1.22 1.44 0.85 0.072
H 1.84 -1.91 -0.32 0.027
H -0.58 -2.99 -0.94 0.087
H -1.98 -0.78 -0.45 0.059
H -0.47 -4.18 1.43 0.056
```

Molecular formula: C49H57Cl2Ge2MnN2O4
Method: DFT, ωB97M-V/def2-TZVPD

2S+1: 6
HOMO energy (spin up / spin down): -9.6 / -9.7 eV
Kohn-Sham gap (spin up / spin down): 0.2657 / 0.2664 Eh
Net charge: +1
Energy above the lowest of the compared OMol25 structures with the same formula, charge and spin: 0.0 kJ/mol

```
117
Properties=species:S:1:pos:R:3:lowdin_charge:R:1
C 5.73 -2.30 -0.68 -0.239
H -0.01 1.89 -4.29 0.103
C 2.88 2.09 2.25 -0.121
C -1.04 -1.95 2.92 -0.142
C 1.29 3.16 -3.14 -0.068
C -5.51 -0.54 -2.02 -0.585
H 1.57 5.10 4.15 0.128
H 4.10 -2.33 2.27 0.026
C -4.24 0.03 -2.04 -0.333
H -3.67 -0.73 -4.35 0.117
C -6.65 0.22 -2.25 -0.089
H -4.46 -2.21 1.14 0.094
C -1.71 -0.77 2.51 -0.298
H -0.92 2.74 2.85 0.083
C -0.54 -2.77 -3.47 -0.042
C -3.49 -2.13 1.61 -0.053
H -7.42 2.17 -2.69 0.114
C 1.15 0.78 -2.89 -0.096
H 4.85 2.63 2.89 0.113
C -2.99 -0.87 1.92 -0.144
Cl -5.67 -2.23 -1.71 0.741
H 1.70 -1.61 2.38 0.057
C -3.38 1.54 1.04 -0.064
C 2.25 3.22 -2.15 -0.083
H -2.42 -1.88 -6.13 0.108
H 2.45 -5.72 -2.13 0.112
H 4.10 -0.63 2.76 -0.006
H 2.34 -3.79 -0.62 0.111
H 6.73 0.68 0.44 0.031
C -4.41 0.74 3.17 -0.045
H 1.27 -0.14 3.29 0.049
H -7.62 -0.26 -2.22 0.111
H -1.06 -4.08 2.90 0.111
H -1.61 -2.50 -0.37 0.129
H -1.33 2.66 -0.41 0.021
H -2.70 2.11 1.67 0.056
H 0.97 4.07 -3.64 0.112
C -0.75 -2.29 -1.02 0.000
C -2.08 -1.95 -5.10 -0.071
C 2.63 -2.33 -2.19 -0.335
C 2.85 -2.16 -3.56 -0.107
C 3.33 3.99 3.60 -0.023
H 3.19 1.21 1.71 0.073
H 5.25 1.63 0.58 -0.012
H -3.19 -4.26 1.65 0.104
H 5.63 -1.49 2.54 0.033
C 2.12 0.81 -1.89 -0.296
C -1.22 -2.11 -2.46 -0.138
H 3.43 2.11 -0.75 0.072
H -0.41 -3.21 -5.57 0.103
H 0.41 -2.95 4.06 0.129
C 0.74 1.94 -3.51 -0.083
O 1.10 -1.10 0.11 -0.176
C -0.28 -1.30 5.21 -0.050
C 4.62 -1.38 2.16 -0.239
H -3.57 1.06 3.78 0.081
H 5.79 1.06 -1.00 0.028
C -2.37 -1.37 -2.78 -0.203
C 1.10 3.42 2.92 -0.251
N -3.10 -0.75 -1.75 0.068
H 2.70 4.16 -1.87 0.110
H 2.82 -5.40 -4.55 0.111
H -4.78 -0.04 1.22 0.127
H -0.44 5.61 1.87 0.126
C 2.66 2.05 -1.52 -0.115
H 0.87 4.23 0.35 0.113
C 5.72 0.80 0.06 -0.241
H 2.23 -1.39 4.05 0.083
O -0.49 2.77 0.06 -0.151
H -4.90 -0.09 3.68 0.087
H -4.21 2.20 0.76 0.095
H 0.55 -1.33 5.93 0.079
H -2.53 -0.38 -1.01 0.076
H 5.76 -2.11 -1.75 0.026
Ge 4.77 -0.90 0.27 0.731
C 2.77 -4.54 -3.89 -0.070
H 5.27 -3.28 -0.52 0.021
C 1.41 -1.22 3.36 -0.079
C -0.78 4.58 1.69 -0.142
C -2.79 -1.30 -4.10 -0.014
C -0.21 4.14 0.35 -0.202
C -1.58 -3.18 2.59 -0.044
C -0.95 -2.69 -4.80 -0.078
H 4.01 4.63 4.14 0.121
C 0.15 -1.90 3.87 -0.354
C -4.16 1.39 -2.34 -0.559
H 6.76 -2.34 -0.30 0.030
O -1.13 0.43 2.69 -0.226
H -0.58 -0.26 5.08 0.075
Cl -2.58 2.13 -2.48 0.793
H -1.87 4.62 1.64 0.121
C 3.80 2.88 2.91 -0.034
H 3.09 -3.11 -5.46 0.112
C 2.50 -3.63 -1.69 -0.140
H -5.17 3.22 -2.79 0.108
N 1.56 2.35 2.24 0.048
H 0.71 -0.17 -3.20 0.101
H -0.68 4.17 3.80 0.130
C -6.53 1.57 -2.51 -0.062
C 2.56 -4.72 -2.53 -0.073
C 2.93 -3.26 -4.40 -0.072
Ge 2.65 -0.82 -0.99 0.971
H -2.86 1.25 0.13 0.019
H -0.60 4.76 -0.46 0.133
H 2.96 -1.17 -3.97 0.104
H -1.12 -1.84 5.64 0.087
O -0.74 -0.01 -0.35 -0.016
H 0.31 -3.38 -3.22 0.088
C -5.28 2.17 -2.56 -0.096
C -2.78 -3.29 1.91 -0.095
Mn 0.09 1.05 1.29 0.970
H -0.05 -3.12 -0.96 0.118
C -3.92 0.32 1.78 -0.346
C 1.97 4.25 3.61 0.011
C -0.38 3.69 2.87 -0.119
H -5.12 1.57 3.10 0.081
C -0.11 -1.07 -0.43 -0.502
```

Molecular formula: C14H30N2O16
Method: DFT, ωB97M-V/def2-TZVPD

2S+1: 1
HOMO energy: -10.6 eV
Kohn-Sham gap: 0.3951 Eh
SMILES string: C[N+](=O)[O-].C[N+](=O)[O-].COC(=O)OC.COC(=O)OC.COC(=O)OC.COC(=O)OC
Net charge: 0
Energy above the lowest of the compared OMol25 structures with the same formula, charge and spin: 0.0 kJ/mol

```
62
Properties=species:S:1:pos:R:3:lowdin_charge:R:1
H -1.18 -2.90 -2.29 0.097
C 1.53 0.71 5.17 0.003
O 1.52 5.07 1.72 0.015
H 2.90 0.12 -9.64 0.090
C -0.55 -3.47 -1.60 -0.002
H 0.25 6.57 2.40 0.098
H 4.04 1.80 0.99 0.099
H -3.72 1.23 2.42 0.100
H -1.46 -2.94 3.00 0.056
O -1.38 -4.50 -1.04 0.037
O 0.28 -0.46 3.07 0.087
C 2.22 0.06 -7.26 -0.635
O 1.51 0.65 -8.21 0.003
C 0.27 5.73 1.70 -0.034
C -2.57 -5.62 1.99 -0.046
O 3.32 -0.41 -7.36 0.121
O 0.77 3.03 2.37 0.121
H -0.12 -2.92 -0.78 0.076
H 0.13 6.10 0.69 0.101
C 2.14 -0.32 -4.95 -0.033
O -4.67 3.68 2.50 0.064
O -0.35 -0.41 -2.08 0.040
O -0.68 -1.92 4.51 0.019
H 1.46 -0.09 -4.12 0.068
H 2.43 0.14 5.42 0.099
N 0.37 -0.21 -1.12 -0.432
O 2.74 3.35 1.34 0.013
H -1.36 0.17 -0.01 0.095
H 3.04 0.28 -4.80 0.103
H 1.53 1.02 4.13 0.059
H -2.52 -1.57 3.39 0.099
O -2.39 -5.49 0.59 -0.007
C 1.59 3.76 1.89 -0.600
H -3.64 2.06 0.89 0.106
C -0.34 -0.14 0.20 0.048
H 1.17 -0.28 -10.00 0.095
O -2.58 4.05 2.83 0.070
C -1.88 -4.31 0.13 -0.608
C -1.86 -2.32 3.80 -0.012
O -1.89 -3.29 0.78 0.103
C 0.01 -0.85 4.20 -0.605
O 0.49 -0.28 5.29 0.007
H -1.96 -4.96 2.60 0.074
H -0.05 -1.05 0.72 0.084
C -3.20 2.03 1.89 0.040
H 0.08 0.70 0.76 0.072
H 1.44 1.48 5.93 0.096
H -2.42 -2.96 4.48 0.097
H 1.81 1.38 -10.13 0.091
N -3.50 3.36 2.46 -0.445
H -2.46 -6.69 2.15 0.099
H 2.27 -1.40 -4.89 0.100
C 3.07 1.99 1.45 -0.045
C 1.86 0.45 -9.58 -0.035
O 1.54 0.07 -1.22 0.073
H -3.62 -5.43 2.22 0.099
H 2.35 1.31 1.00 0.072
H 3.12 1.70 2.50 0.088
H 0.21 -3.91 -2.24 0.101
O 1.52 0.11 -6.15 0.011
H -0.55 5.08 2.03 0.066
H -2.13 1.85 1.88 0.082
```

Molecular formula: C8H11N2OP
Method: DFT, ωB97M-V/def2-TZVPD

2S+1: 1
HOMO energy: -8.8 eV
Kohn-Sham gap: 0.3074 Eh
SMILES string: [H]/N=P/C1=CCN(C)C1=O.C=C=C
Net charge: 0
Energy above the lowest of the compared OMol25 structures with the same formula, charge and spin: 379.2 kJ/mol

```
23
Properties=species:S:1:pos:R:3:lowdin_charge:R:1
C 1.05 1.00 0.45 -0.364
N -1.29 0.88 -0.08 -0.091
C 0.47 0.25 1.39 -0.051
H 2.98 -0.36 -1.87 0.087
H -3.28 2.00 0.15 0.129
H 1.22 0.36 -2.09 0.021
H -3.19 0.20 -0.41 0.070
H 0.85 -0.08 2.33 0.099
N 3.56 0.31 1.00 -0.281
H -2.71 1.41 -1.49 0.059
H -1.49 0.52 2.11 0.138
O 0.13 2.35 -1.32 -0.007
H 0.33 -3.31 -1.31 0.079
H 0.46 -2.66 0.26 0.034
C 1.85 -0.32 -1.69 -0.122
C 0.70 -2.45 -0.72 0.019
H 4.50 0.23 0.77 -0.080
C 1.30 -1.42 -1.21 -0.135
P 2.84 1.30 0.01 0.910
C -2.72 1.17 -0.47 -0.007
C -1.07 0.13 1.15 -0.147
C -0.10 1.54 -0.40 -0.447
H -1.51 -0.76 0.85 0.088
```